5
Properties=species:S:1:pos:R:3:forces:R:3 method="wB97M-V/def2-TZVPD" homo_ev="-9.41 / -9.35" de_lowest_ev=3.499 total_energy_ha=-711.106468 spin_multiplicity=1 e_lumo_ev="-1.7 / -1.7" charge=0
S 1.548761 0.430837 0.856350 0.16 0.09 0.37
F -0.672168 -0.369673 -2.122680 -0.69 0.68 0.80
F -1.504008 0.043324 -0.136018 1.17 -0.96 -2.28
O 1.336694 0.681812 2.302761 0.01 -0.05 -0.32
C -0.709279 -0.786300 -0.900413 -0.65 0.24 1.43

7
Properties=species:S:1:pos:R:3:forces:R:3 method="wB97M-V/def2-TZVPD" homo_ev="-9.49 / -8.42" de_lowest_ev=2.721 total_energy_ha=-1274.387763 spin_multiplicity=1 e_lumo_ev="-1.8 / -0.8" charge=0
I -2.401214 0.088139 -2.323376 0.29 -0.04 0.14
I 0.718186 -2.009848 -1.618823 -0.06 -0.22 -0.13
P -0.010613 0.251161 -1.892960 -0.12 0.31 0.23
F 0.772091 1.566656 1.945406 -0.84 -1.19 -0.41
F 1.336673 -0.413763 1.200445 -0.39 0.21 0.49
F -0.801587 0.010001 1.484506 0.50 0.32 0.63
C 0.386463 0.507654 1.204803 0.62 0.61 -0.95

7
Properties=species:S:1:pos:R:3:forces:R:3 method="wB97M-V/def2-TZVPD" homo_ev=-10.16 de_lowest_ev=0.000 total_energy_ha=-1108.801950 spin_multiplicity=1 e_lumo_ev=-1.1 charge=0
I 1.844447 1.295930 1.970510 0.22 0.28 0.11
S 0.267579 -0.458703 1.435992 -1.16 1.39 -0.46
F -0.776086 1.546835 -0.097644 0.04 -0.05 0.17
F 0.766435 0.405160 -1.100313 0.02 -0.11 0.09
F -1.190427 -0.455771 -0.783665 0.09 -0.13 0.12
O 0.980834 -1.638008 1.048456 0.76 -1.41 -0.35
C -0.252421 0.332910 -0.258686 0.02 0.04 0.31